1.
{"formula": "C14H33F6MnN3O9S2", "method": "ωB97M-V with the def2-TZVPD basis set", "relative_energy_kcal_mol": 215.5, "gap_ev": [5.89, 5.94], "total_charge": 0, "spin_multiplicity": 6, "e_tot_ev": -107240.757, "s_squared": 8.75, "symbols": ["Mn", "C", "F", "F", "F", "S", "O", "O", "O", "C", "F", "F", "F", "S", "O", "O", "O", "C", "C", "C", "O", "C", "N", "H", "H", "H", "H", "H", "H", "H", "H", "H", "H", "H", "C", "C", "C", "O", "C", "N", "H", "H", "H", "H", "H", "H", "H", "H", "H", "H", "H", "C", "C", "C", "O", "C", "N", "H", "H", "H", "H", "H", "H", "H", "H", "H", "H", "H"], "coordinates": [[0.038, 0.135, 0.355], [-0.445, 3.516, 5.045], [-0.261, 2.526, 5.802], [-0.875, 4.554, 5.757], [0.662, 3.998, 4.478], [-1.721, 2.984, 3.681], [-2.798, 2.338, 4.441], [-2.030, 4.208, 2.932], [-1.083, 1.991, 2.834], [4.551, -3.116, -1.119], [4.917, -2.459, -0.041], [4.670, -2.367, -2.210], [5.244, -4.306, -1.211], [2.632, -3.551, -0.913], [2.417, -4.232, 0.382], [1.962, -2.262, -0.880], [2.270, -4.371, -2.058], [-2.654, 0.011, -4.234], [-1.265, 0.088, -3.532], [-0.203, 0.760, -4.437], [1.071, 0.882, -3.823], [1.997, 1.759, -4.457], [-1.557, 0.711, -2.248], [-3.228, 0.933, -4.330], [-3.271, -0.807, -3.863], [-2.530, -0.301, -5.271], [-0.981, -0.934, -3.279], [-0.560, 1.771, -4.630], [-0.216, 0.225, -5.387], [1.567, 2.759, -4.407], [2.111, 1.482, -5.505], [2.983, 1.525, -4.055], [-2.504, 0.470, -1.993], [-1.770, 1.684, -2.417], [4.335, 2.863, -0.011], [3.425, 1.673, 0.343], [3.502, 1.216, 1.763], [2.476, 0.185, 1.955], [2.666, -0.386, 3.243], [2.094, 2.000, -0.008], [4.282, 3.135, -1.065], [5.363, 2.660, 0.291], [3.992, 3.682, 0.621], [3.746, 0.789, -0.207], [3.251, 2.098, 2.352], [4.525, 0.938, 2.016], [1.783, -0.983, 3.471], [2.950, 0.261, 4.073], [3.473, -1.113, 3.146], [2.247, 2.101, -1.002], [1.910, 2.942, 0.305], [-3.056, -4.249, 0.666], [-3.095, -2.686, 0.646], [-4.394, -2.004, 1.126], [-4.364, -0.625, 0.797], [-5.443, 0.025, 1.384], [-1.930, -2.127, 1.442], [-2.315, -4.586, -0.058], [-4.067, -4.605, 0.467], [-2.790, -4.525, 1.686], [-2.961, -2.402, -0.398], [-4.390, -2.078, 2.214], [-5.249, -2.613, 0.832], [-5.567, -0.045, 2.465], [-6.364, -0.265, 0.879], [-5.269, 1.062, 1.097], [-1.538, -3.010, 1.737], [-2.368, -1.935, 2.332]], "atomic_forces_ev_per_a": [[0.877, 0.287, 0.151], [-2.195, 2.335, -3.148], [1.279, -2.463, 1.990], [-0.903, 0.159, 0.548], [1.130, -0.776, -0.436], [-2.076, 0.820, 0.115], [1.001, 1.201, -0.214], [0.384, -0.911, 1.170], [1.780, -1.058, -0.917], [-3.051, -2.459, 0.186], [0.871, 0.420, 0.151], [0.822, -0.199, 0.176], [-0.385, 1.994, -0.148], [-1.028, -2.323, 1.379], [1.328, 0.704, -1.296], [-0.147, 2.063, -0.298], [0.879, 0.694, 0.195], [0.797, -0.819, -1.612], [-1.096, -0.764, -0.575], [-0.398, 0.706, 1.086], [-0.339, -0.937, 0.426], [-0.911, -1.131, -0.701], [0.666, 1.032, 1.677], [0.197, 0.201, 0.565], [-0.029, 0.283, 0.606], [0.232, -0.001, -0.274], [0.335, -0.058, -0.358], [-0.254, 0.359, -0.284], [0.415, -0.176, -0.059], [0.749, 0.394, 0.184], [-0.206, 0.096, -0.346], [-0.188, 0.707, 0.543], [-0.164, -0.956, 0.374], [0.734, 0.804, -0.004], [-0.045, -0.569, 1.197], [2.404, -1.174, 0.096], [-1.213, 0.652, 0.056], [1.087, 1.547, 0.268], [0.150, -1.775, -0.135], [-2.107, -0.589, -1.346], [0.017, -0.073, 0.077], [0.092, 0.006, -0.268], [0.076, 0.415, -0.192], [-0.221, -0.018, -0.563], [-0.182, -0.083, 0.693], [-0.177, -0.674, 0.099], [-0.087, 0.324, 0.190], [-0.455, 0.603, -0.323], [0.201, -0.117, 0.080], [-1.096, 0.135, -0.676], [-0.478, 0.248, 0.379], [-0.571, 1.709, 0.559], [-0.083, 0.480, -0.706], [1.593, -0.779, 0.529], [0.418, -1.886, -0.030], [-0.716, 1.670, -0.942], [-0.543, -0.707, -0.349], [-0.176, -0.237, 0.188], [0.216, -0.354, -0.243], [0.029, -0.501, -0.053], [0.039, 0.233, -0.078], [-0.120, -0.052, 0.459], [-0.446, 0.543, -0.685], [0.417, -0.289, 0.082], [-0.306, -0.237, 0.166], [-0.270, 0.210, 0.461], [1.499, -0.052, -0.248], [-0.052, 1.165, 0.407]]}

***

2.
{"formula": "C14H33N2O8Pb", "method": "ωB97M-V with the def2-TZVPD basis set", "gap_ev": [1.55, 4.38], "total_charge": -2, "spin_multiplicity": 2, "e_tot_ev": -39653.497, "s_squared": 0.75, "symbols": ["Pb", "C", "O", "O", "O", "C", "O", "H", "H", "H", "C", "O", "C", "C", "N", "C", "C", "O", "C", "H", "H", "H", "H", "H", "H", "H", "H", "H", "H", "H", "H", "H", "H", "H", "C", "O", "C", "C", "N", "C", "C", "O", "C", "H", "H", "H", "H", "H", "H", "H", "H", "H", "H", "H", "H", "H", "H", "H"], "coordinates": [[-0.572, 0.446, 0.597], [0.410, 3.279, 1.681], [0.867, 2.181, 1.926], [0.936, 4.297, 1.986], [-0.504, 3.236, 0.868], [-2.073, -2.571, -1.362], [-1.328, -1.793, -0.419], [-2.017, -3.633, -1.124], [-3.137, -2.334, -1.349], [-1.681, -2.473, -2.374], [-3.317, 1.983, 1.981], [-3.172, 0.697, 1.330], [-3.523, -0.539, 1.983], [-2.501, -0.816, 3.113], [-1.230, -1.228, 2.501], [-0.192, -1.592, 3.437], [1.032, -1.968, 2.638], [1.419, -0.997, 1.718], [2.799, -1.084, 1.414], [-3.113, 2.751, 1.235], [-2.681, 1.955, 2.866], [-4.345, 2.124, 2.313], [-3.416, -1.416, 1.344], [-4.494, -0.445, 2.468], [-3.056, -1.619, 3.599], [-2.364, 0.044, 3.768], [-1.451, -2.030, 1.928], [-0.376, -2.375, 4.173], [-0.035, -0.780, 4.147], [0.803, -2.847, 2.035], [1.816, -2.214, 3.355], [3.018, -2.129, 1.194], [3.395, -0.831, 2.290], [3.159, -0.707, 0.456], [5.097, 0.074, -3.165], [3.934, 0.140, -2.346], [2.808, -0.500, -2.989], [1.592, -0.456, -2.042], [1.415, 0.781, -1.219], [1.043, 1.899, -2.059], [-0.410, 1.677, -2.639], [-1.254, 1.443, -1.457], [-2.597, 1.212, -1.746], [5.931, 0.620, -2.724], [4.951, 0.357, -4.208], [5.348, -0.979, -3.293], [3.022, -1.563, -3.102], [2.402, -0.172, -3.946], [1.676, -1.293, -1.350], [0.652, -0.718, -2.527], [2.300, 1.036, -0.803], [1.921, 2.052, -2.685], [1.035, 2.838, -1.505], [-0.312, 0.800, -3.280], [-0.761, 2.541, -3.203], [-3.115, 2.012, -1.218], [-2.973, 0.247, -1.408], [-2.786, 1.380, -2.806]], "atomic_forces_ev_per_a": [[1.652, 1.687, 0.571], [0.037, 0.096, -1.886], [3.360, -7.864, 3.160], [2.752, 6.067, 2.864], [-6.870, 0.140, -4.554], [1.422, 0.984, 1.630], [-0.978, -0.774, -0.686], [0.048, -0.555, 0.070], [-0.515, 0.265, -0.230], [-0.061, 0.151, -0.475], [-0.526, -1.539, 0.275], [-0.699, -0.486, -1.181], [1.540, 2.031, 1.643], [-0.551, -0.275, -1.158], [-1.367, -0.587, 1.895], [0.379, 0.822, 0.133], [-0.076, -0.484, 0.233], [0.528, 1.187, -0.282], [0.269, -1.706, -0.006], [0.721, -0.186, 0.334], [0.279, 0.803, -0.220], [-0.382, -0.156, 0.117], [-0.368, 0.546, -0.795], [-0.392, -0.110, -0.278], [0.489, -0.432, 0.989], [0.015, -0.125, 0.082], [0.244, -0.113, -0.859], [-0.569, -0.946, -0.300], [0.407, 0.687, -0.506], [-0.068, -0.579, 0.189], [0.395, -0.001, -0.042], [0.057, -0.673, 0.350], [0.153, 0.535, -0.213], [-0.672, 1.263, 0.325], [-0.162, -0.971, -0.118], [-1.153, 0.338, -1.377], [-0.853, -0.399, 1.286], [0.535, -0.139, 1.559], [-0.467, -1.125, -0.398], [-0.722, 1.009, 0.111], [1.893, -0.072, 1.368], [1.484, 0.170, -2.597], [-0.894, 1.028, -0.186], [-0.232, 0.048, 0.166], [-0.330, 0.677, -0.060], [0.506, -0.338, 0.210], [0.312, -0.158, -0.248], [1.202, 0.895, -0.410], [0.165, 0.108, 0.393], [0.121, 0.286, -0.318], [0.160, -0.183, 0.313], [-0.675, 0.038, -1.477], [-0.341, -0.215, 0.688], [-0.820, -0.103, -0.072], [-0.071, 0.021, 0.099], [-0.526, -0.107, 0.099], [0.330, -0.162, -0.065], [-0.112, -0.320, -0.152]]}

***

3.
{"formula": "C14H33N4OV", "method": "ωB97M-V with the def2-TZVPD basis set", "gap_ev": [8.96, 10.69], "total_charge": 2, "spin_multiplicity": 3, "e_tot_ev": -48735.543, "s_squared": 2.02, "symbols": ["V", "C", "C", "N", "C", "C", "N", "C", "C", "C", "N", "C", "C", "N", "C", "H", "H", "H", "H", "H", "H", "H", "H", "H", "H", "H", "H", "H", "H", "H", "H", "H", "H", "H", "H", "H", "H", "H", "H", "C", "C", "C", "C", "O", "H", "H", "H", "H", "H", "H", "H", "H", "H"], "coordinates": [[0.087, 5.804, 10.180], [-1.074, 6.540, 12.966], [-1.945, 7.285, 11.999], [-1.868, 6.608, 10.678], [-2.440, 7.360, 9.507], [-1.570, 7.157, 8.313], [-1.131, 5.738, 8.315], [-0.377, 5.249, 7.120], [1.164, 5.195, 7.359], [1.712, 4.041, 8.156], [1.051, 3.950, 9.500], [1.865, 3.519, 10.706], [1.097, 4.057, 11.976], [-0.349, 4.434, 11.637], [-1.084, 5.002, 12.826], [-1.373, 6.732, 14.002], [0.005, 6.935, 12.869], [-1.690, 8.358, 11.863], [-2.960, 7.227, 12.409], [-2.431, 5.774, 10.765], [-2.369, 8.450, 9.650], [-3.540, 7.048, 9.364], [-0.672, 7.765, 8.388], [-2.121, 7.387, 7.370], [-2.000, 5.245, 8.379], [-0.574, 5.957, 6.303], [-0.772, 4.242, 6.894], [1.455, 6.116, 7.791], [1.567, 5.183, 6.329], [2.797, 4.221, 8.290], [1.638, 3.118, 7.613], [0.316, 3.308, 9.376], [2.825, 4.046, 10.572], [2.119, 2.466, 10.682], [1.485, 5.011, 12.276], [1.210, 3.298, 12.767], [-0.784, 3.538, 11.405], [-0.762, 4.529, 13.791], [-2.113, 4.673, 12.664], [3.590, 7.164, 10.988], [2.364, 7.976, 10.701], [2.648, 8.819, 9.481], [2.090, 8.888, 11.828], [1.259, 7.083, 10.535], [4.555, 7.623, 10.955], [3.726, 6.366, 10.247], [3.594, 6.834, 12.020], [3.471, 9.484, 9.641], [1.752, 9.460, 9.300], [2.974, 8.226, 8.606], [2.923, 9.597, 11.983], [2.023, 8.325, 12.777], [1.164, 9.444, 11.637]], "atomic_forces_ev_per_a": [[-0.479, 0.881, -0.953], [2.765, 0.014, 0.466], [-0.714, 0.399, -0.111], [0.206, 0.538, -0.537], [-1.404, 0.480, 0.561], [0.183, -0.798, -1.456], [0.602, -0.069, 0.519], [0.340, -0.080, 0.399], [-1.448, -0.488, -1.669], [1.071, 0.514, 0.582], [1.036, 1.210, 0.306], [-0.156, 1.632, -0.842], [0.023, -0.705, -0.732], [0.975, -1.539, 1.258], [-0.467, -0.286, 0.441], [0.021, 0.196, -0.218], [-1.418, -0.679, 0.269], [0.045, -0.804, 0.241], [-0.151, 0.218, -0.471], [-0.149, -0.232, 0.020], [-0.564, -0.410, 0.608], [1.673, 0.588, 0.060], [0.044, 0.298, -0.146], [0.483, 0.048, 0.629], [-0.408, -0.796, -0.067], [-0.005, -0.477, -0.015], [0.193, 0.522, -0.218], [0.500, 1.189, 0.498], [0.221, -0.101, 0.606], [-0.529, -0.126, 0.154], [-0.237, -0.612, -0.127], [-1.194, -1.026, -0.054], [-0.372, -0.121, 0.443], [-0.459, -0.281, 0.230], [0.812, 0.223, 0.437], [-0.481, 0.531, -0.028], [-0.297, 0.349, 0.002], [-0.021, 0.351, -1.014], [-0.109, 0.019, 0.270], [0.540, -1.434, 0.245], [1.565, 0.373, -0.445], [-1.403, -0.045, -1.188], [-0.316, 0.722, 1.650], [-0.063, -0.449, -0.743], [0.313, 1.291, -0.354], [-0.362, -0.259, 0.366], [-0.342, -0.846, 0.157], [0.432, 0.391, 0.488], [0.639, -0.490, -0.441], [-0.634, 0.152, 0.215], [-0.446, -0.238, -0.253], [-0.256, 0.233, -0.298], [0.200, 0.031, 0.262]]}

***

4.
{"formula": "C14H34B2O13S5Sr", "method": "ωB97M-V with the def2-TZVPD basis set", "gap_ev": 1.10, "total_charge": 0, "e_tot_ev": -98037.116, "symbols": ["Sr", "B", "H", "H", "H", "H", "O", "C", "O", "B", "O", "C", "O", "O", "C", "O", "C", "O", "O", "C", "S", "O", "C", "H", "H", "H", "H", "H", "H", "C", "S", "O", "C", "H", "H", "H", "H", "H", "H", "C", "S", "O", "C", "H", "H", "H", "H", "H", "H", "C", "S", "O", "C", "H", "H", "H", "H", "H", "H", "C", "S", "O", "C", "H", "H", "H", "H", "H", "H"], "coordinates": [[10.082, 10.780, 10.980], [10.079, 13.876, 11.169], [8.280, 15.370, 15.530], [16.486, 4.333, 7.459], [14.691, 12.586, 15.606], [11.069, 13.402, 11.793], [11.415, 7.235, 12.909], [11.262, 7.868, 13.945], [11.225, 7.326, 15.154], [11.259, 8.402, 16.151], [11.163, 9.746, 15.296], [11.292, 9.377, 14.014], [11.418, 10.108, 13.063], [12.581, 8.417, 16.818], [12.445, 8.366, 18.129], [13.299, 8.355, 18.991], [10.925, 8.183, 18.398], [10.308, 8.273, 17.229], [10.360, 7.995, 19.427], [6.766, 7.251, 9.435], [8.543, 7.402, 9.684], [8.866, 8.871, 10.130], [8.560, 6.550, 11.289], [6.447, 7.598, 8.466], [6.383, 7.883, 10.222], [6.408, 6.237, 9.646], [8.119, 5.552, 11.297], [7.997, 7.153, 11.977], [9.592, 6.538, 11.580], [9.370, 12.702, 6.273], [9.933, 12.808, 7.966], [10.114, 11.383, 8.407], [11.626, 13.357, 7.519], [8.285, 12.733, 6.341], [9.716, 11.858, 5.756], [9.697, 13.596, 5.775], [11.443, 14.427, 7.252], [11.892, 12.705, 6.686], [12.370, 13.226, 8.286], [7.315, 8.377, 15.873], [7.584, 9.455, 14.453], [8.628, 8.741, 13.673], [6.026, 9.098, 13.513], [7.185, 7.397, 15.453], [6.470, 8.689, 16.475], [8.204, 8.361, 16.481], [5.156, 9.488, 13.996], [6.006, 8.055, 13.427], [6.168, 9.478, 12.504], [13.874, 7.576, 11.242], [12.413, 8.056, 10.104], [12.398, 9.542, 10.042], [13.218, 7.080, 8.713], [14.859, 7.821, 10.850], [13.704, 6.532, 11.454], [13.767, 8.126, 12.173], [12.582, 7.027, 7.809], [13.208, 6.076, 9.273], [14.235, 7.274, 8.435], [6.633, 13.681, 12.541], [6.578, 12.120, 11.549], [7.747, 11.241, 12.005], [7.210, 12.682, 9.896], [7.445, 14.316, 12.185], [6.571, 13.345, 13.598], [5.643, 14.183, 12.565], [6.743, 13.643, 9.692], [6.911, 11.982, 9.067], [8.267, 12.851, 9.996]], "atomic_forces_ev_per_a": [[0.360, -1.603, 0.207], [0.696, 0.074, 0.601], [0.039, -0.124, -0.245], [-0.086, 0.092, 0.050], [-0.074, 0.013, -0.063], [-0.404, 0.224, -0.210], [-0.606, 0.919, 1.134], [1.008, -2.324, -1.042], [-0.504, 1.055, -0.771], [1.028, 0.929, 0.220], [0.178, -1.834, -1.385], [-0.759, 0.663, 2.980], [-0.275, 0.590, -0.772], [0.195, 0.268, -0.257], [0.597, -0.642, 1.592], [-1.042, 0.205, -1.497], [0.164, 0.269, 0.531], [-0.624, 0.171, -1.404], [0.178, -0.036, 0.326], [-0.031, 0.269, 0.661], [0.743, 0.904, 1.289], [-0.884, -1.845, -0.933], [-0.174, -0.157, -0.622], [0.058, 0.081, -0.286], [-0.473, 0.356, 0.142], [0.424, 0.110, -0.286], [0.231, -0.031, -0.506], [-0.108, 0.600, 0.310], [0.503, -0.083, 0.328], [-1.121, 1.450, 0.890], [1.521, -0.110, -0.667], [-0.362, -0.206, 1.023], [-1.306, 0.554, -0.596], [-0.086, -0.211, -0.266], [0.608, -1.338, -0.365], [0.072, 0.464, -0.294], [0.714, -0.801, -0.026], [0.147, 0.375, -0.141], [-0.107, 0.096, 0.614], [-0.307, 0.255, -0.453], [-0.927, 0.425, 0.255], [0.618, -0.262, -0.641], [1.404, 0.821, 0.201], [-0.252, -0.604, -0.085], [-0.224, 0.098, -0.014], [0.436, 0.272, 0.134], [-0.516, 0.287, 0.305], [-0.285, -1.715, 0.102], [0.049, 0.372, 0.185], [-1.271, 0.859, -0.127], [2.183, -2.055, 0.792], [-0.303, 1.040, -0.543], [-1.348, -0.972, 0.863], [-0.217, -0.198, -0.537], [0.250, -0.324, 0.001], [-0.342, 0.084, -0.031], [0.188, 0.071, 0.634], [-0.086, 1.247, -1.118], [0.506, 0.534, 0.120], [-1.228, -0.776, 0.208], [0.847, 0.152, -0.486], [-0.127, 0.769, -0.168], [-1.834, -0.165, 0.008], [-0.057, -0.071, 0.658], [1.299, 0.044, -0.513], [0.458, -0.093, -1.085], [-0.015, 0.162, -0.104], [0.418, 0.379, 1.143], [0.244, -0.022, 0.032]]}